(1)
# C12H16BBaF4O16P

A structure of composition C12H16BBaF4O16P in a non-equilibrium geometry (wB97M-V/def2-TZVPD, the Open Molecules 2025 dataset).

```
! RIJCOSX wB97M-V def2-TZVPD def2/J DEFGRID3
* xyz -2 1
Ba 3.092 -18.373 -6.574
B -0.711 -19.210 -7.550
H -0.634 -19.469 -6.505
H -1.717 -19.364 -7.909
H -0.381 -18.184 -7.609
H 0.006 -19.756 -8.144
P 7.074 -18.959 -5.517
O 6.142 -18.540 -4.400
O 8.618 -18.998 -5.371
O 6.848 -18.162 -6.809
O 6.537 -20.293 -6.207
C 1.083 -11.077 -4.966
C -0.208 -11.843 -5.403
O 0.046 -13.164 -5.095
C 1.154 -13.266 -4.457
O 1.531 -14.306 -4.054
O 1.885 -12.167 -4.564
F -0.516 -11.808 -6.672
H 0.777 -10.521 -4.080
H 1.611 -10.617 -5.801
H -1.080 -11.580 -4.804
C 4.861 -12.511 -12.216
C 4.323 -11.340 -11.394
O 4.116 -11.919 -10.081
C 3.991 -13.239 -10.234
O 3.602 -13.964 -9.311
O 4.368 -13.634 -11.457
F 3.080 -11.062 -11.883
H 5.922 -12.329 -12.044
H 4.590 -12.508 -13.272
H 4.790 -10.356 -11.431
C 3.099 -23.737 -7.889
C 3.060 -23.851 -6.348
O 2.507 -25.185 -6.236
C 2.728 -25.888 -7.301
O 2.639 -27.110 -7.417
O 3.303 -25.079 -8.251
F 2.132 -22.976 -5.941
H 3.855 -23.049 -8.269
H 2.093 -23.456 -8.201
H 3.982 -23.710 -5.784
C 3.311 -21.009 -14.662
C 3.134 -19.552 -15.090
O 2.996 -18.868 -13.806
C 3.203 -19.705 -12.810
O 3.046 -19.385 -11.671
O 3.446 -20.968 -13.230
F 2.049 -19.454 -15.828
H 4.107 -21.437 -15.272
H 2.447 -21.570 -15.018
H 4.028 -19.270 -15.647
*
```

Computed properties:
* orbital gap: 1.87 eV
* HOMO energy: 1.184 eV

***

(2)
# C9H21NSi

A cluster of 2 separate species, C9H21NSi in total in a non-equilibrium geometry (wB97M-V/def2-TZVPD, the Open Molecules 2025 dataset).

```
! RIJCOSX wB97M-V def2-TZVPD def2/J DEFGRID3
* xyz 0 1
C 1.062 0.362 -1.560
C 0.303 0.919 2.075
C 2.420 1.383 0.843
C 1.749 -1.060 1.344
C -0.988 -2.177 -1.074
C -2.530 -0.282 0.927
C -2.363 0.305 -2.016
C 0.361 0.321 -0.327
C 1.215 0.446 0.916
N 2.206 -0.093 -1.773
Si -1.393 -0.412 -0.613
H 0.509 0.909 -2.423
H 1.027 1.292 2.900
H -0.173 0.000 2.502
H -0.341 1.744 1.866
H 2.519 1.962 -0.077
H 3.232 0.864 0.879
H 2.447 2.083 1.659
H 2.616 -1.085 1.955
H 1.025 -1.501 2.009
H 1.816 -1.690 0.322
H -1.473 -2.444 -2.073
H 0.112 -2.163 -1.240
H -1.370 -2.953 -0.566
H -3.422 -0.871 0.771
H -2.001 -0.345 1.943
H -3.016 0.785 0.855
H -1.819 0.367 -3.005
H -3.223 -0.315 -2.082
H -2.577 1.309 -1.972
H -0.459 2.240 -0.214
H 2.532 0.102 -2.750
*
```

Computed properties:
* orbital gap (alpha / beta): 8.02 / 8.60 eV
* ΔE to the lowest compared entry with this formula, charge and spin: 538.6 kJ/mol
* HOMO energy (alpha / beta): -8.555 / -9.145 eV

***

(3)
# C3H12N3

A cluster of 2 separate species, C3H12N3 in total (wB97M-V/def2-TZVPD, the Open Molecules 2025 dataset).

```
! RIJCOSX wB97M-V def2-TZVPD def2/J DEFGRID3
* xyz 1 1
C 0.095 1.791 -1.757
C 1.606 1.996 -1.803
H -0.186 0.780 -2.063
H -0.422 2.484 -2.419
H -0.304 1.959 -0.750
H 1.983 1.817 -2.807
H 1.858 3.015 -1.512
H 2.125 1.318 -1.123
N -1.173 -1.116 -0.134
C -0.462 -1.055 0.991
N 0.099 -2.165 1.481
N -0.374 0.088 1.668
H -1.080 -1.922 -0.729
H -1.444 -0.255 -0.585
H 0.190 -2.983 0.900
H 0.784 -2.085 2.218
H 0.208 0.128 2.489
H -0.558 0.963 1.205
*
```

Computed properties:
* orbital gap: 12.01 eV
* ΔE to the lowest compared entry with this formula, charge and spin: 3.3 kJ/mol
* HOMO energy: -15.321 eV

***

(4)
# C5H6CrO4

A structure of composition C5H6CrO4 in a non-equilibrium geometry (wB97M-V/def2-TZVPD, the Open Molecules 2025 dataset).

```
! RIJCOSX wB97M-V def2-TZVPD def2/J DEFGRID3
* xyz 2 5
C 0.854 -1.833 -0.125
C -0.348 -2.500 0.352
H 1.846 -2.274 0.025
H 0.611 -1.765 1.226
H -0.134 -3.436 0.874
Cr 0.512 -1.365 -2.115
C -1.781 -2.380 0.006
O -2.305 -1.008 0.198
C -1.578 0.018 -0.063
O -0.427 -0.017 -0.537
O -2.066 1.123 0.424
H -2.442 -2.954 0.667
H -2.056 -2.699 -1.005
H -1.441 1.856 0.331
C 2.780 1.707 -1.158
O 2.145 0.815 -1.441
*
```

Computed properties:
* orbital gap (alpha / beta): 8.67 / 8.71 eV
* ΔE to the lowest compared entry with this formula, charge and spin: 210.8 kJ/mol
* HOMO energy (alpha / beta): -18.887 / -18.837 eV